This record from the OMol25 dataset describes the ion C5H12NO with charge -1. The level of theory is the ωB97M-V functional and the def2-TZVPD basis.

Geometry (Å):
C: -0.4470 1.3948 1.3032
C: -0.0718 0.1731 0.5230
C: 0.9095 -0.7351 1.2421
C: 2.3264 -0.5934 0.6572
N: -1.3439 -0.4282 -0.1093
C: -1.1387 -0.4474 -1.6776
O: -0.3852 0.5604 -2.0629
H: -0.1810 1.3622 2.3224
H: -0.1518 2.3559 0.7745
H: -1.5341 1.1773 1.4779
H: 0.5162 0.2759 -0.4012
H: 0.8720 -0.6515 2.3467
H: 0.4697 -1.7318 1.1577
H: 2.9944 -0.9545 1.4156
H: 2.5761 0.4506 0.6333
H: 2.3970 -0.9983 -0.4500
H: -2.0427 0.3301 -0.1531
H: -0.7223 -1.3825 -2.0085
H: -2.1754 -0.4714 -2.1338

Calculated values
SMILES = CC[C@H](C)NC[O-]
total charge = -1
energy relative to the best compared isomer or geometry (same formula, charge and spin) = 42.9 kcal/mol
M = 102.16 g mol⁻¹

This record from the OMol25 dataset describes a structure of composition C19H31NOS. The level of theory is the ωB97M-V functional and the def2-TZVPD basis.

Geometry (Å):
C: 3.8625 -2.1491 4.7329
H: 4.8836 -1.8648 4.7283
H: 3.4085 -1.7488 5.5523
H: 3.6686 -3.0787 4.5311
S: 3.1594 -0.8353 3.6441
C: 4.0291 -1.7570 2.1320
H: 5.0499 -1.9538 2.4444
H: 3.7107 -2.6016 1.8438
C: 4.0066 -0.7629 0.7770
N: 2.5217 -0.4952 0.3469
C: 2.1126 0.6034 0.7403
C: 0.9197 1.1378 0.0569
H: 0.2456 2.0991 0.7410
H: 1.0953 1.3698 -0.9844
C: -0.2516 0.1118 -0.0715
C: -1.1933 -0.2985 1.2301
O: -0.6769 -0.0192 2.5418
H: 0.0863 -0.7761 2.5877
H: -1.9645 0.6980 1.0181
H: -1.7015 -1.2639 1.0957
C: 0.4832 -1.2399 -0.4551
C: 1.7043 -1.8238 0.3511
H: 2.1408 -2.5934 -0.1143
H: 1.3168 -2.0318 1.4023
H: -0.1126 -1.9576 -0.5796
H: 0.7026 -1.1765 -1.5708
C: -1.3072 0.4768 -1.0927
C: -2.3190 -0.4950 -1.7517
H: -1.9708 -1.6143 -1.7937
H: -3.0963 -0.6763 -0.7088
C: -3.1436 0.0549 -2.8702
C: -3.8173 1.4259 -2.3797
C: -5.0132 1.3022 -1.6373
C: -5.6411 2.5372 -1.1083
C: -5.1267 3.7052 -1.6293
C: -3.9790 3.6652 -2.7318
C: -3.3517 2.6983 -2.9022
H: -2.6314 2.2995 -3.5526
H: -3.6021 4.6284 -2.9362
H: -5.4944 4.4845 -1.4886
H: -6.6419 2.3811 -0.5563
H: -5.3365 0.0962 -1.2225
H: -3.9046 -0.7774 -2.9480
H: -2.5808 0.1523 -3.4837
H: -0.4664 0.5819 -2.1532
H: -1.7890 1.4957 -1.0192
H: 2.5972 1.4877 0.8784
H: 1.5493 0.5909 2.0232
C: 4.7521 -1.4050 -0.4598
H: 4.4250 -2.5934 -0.5707
H: 4.6113 -0.8486 -1.3203
H: 5.7666 -1.5275 -0.1612
H: 4.3045 0.2816 0.8538

Calculated values
energy relative to the best compared isomer or geometry (same formula, charge and spin) = 414.3 kcal/mol
M = 321.53 g mol⁻¹

This record from the OMol25 dataset describes the ion C4H8NO2 with charge +1. The level of theory is the ωB97M-V functional and the def2-TZVPD basis.

Geometry (Å):
C: 0.1078 -1.5101 0.1694
C: -0.8779 -0.4404 0.1770
C: -0.0364 0.8245 -0.2068
C: 1.4889 0.3475 -0.3347
N: -2.3719 -0.0741 0.2533
O: 2.3725 0.9253 0.4936
O: 1.4642 -1.1218 -0.0210
H: 0.0089 -2.5129 0.3650
H: -0.4844 1.4042 -1.1323
H: -0.1016 1.6301 0.4780
H: 1.8296 0.4181 -1.3796
H: -2.6462 0.6702 -0.4234
H: -3.0147 -0.8413 0.4004
H: 3.1491 1.0302 -0.1204
H: 1.7411 -1.1800 0.9937

Calculated values
total charge = +1
energy relative to the best compared isomer or geometry (same formula, charge and spin) = 96.9 kcal/mol
M = 102.11 g mol⁻¹

This record from the OMol25 dataset describes an isolated molecule of C5H5NOS. The level of theory is the ωB97M-V functional and the def2-TZVPD basis.

Geometry (Å):
C: -1.6549 -1.4655 -0.7133
C: -0.8766 -0.5289 -0.1653
C: 0.9253 0.2899 1.1254
C: 1.8127 0.7842 -0.0136
C: -1.2909 0.8524 -0.4693
H: -2.3632 -1.1891 -1.4943
H: -1.6496 -2.5283 -0.3895
H: 1.5211 -0.1549 1.9576
H: 0.3541 1.1069 1.4740
H: 1.8249 1.8867 -0.2708
N: -1.4606 1.9640 -0.7141
O: 0.1735 -0.8038 0.5861
S: 2.6841 -0.2136 -0.9129

Calculated values
SMILES = C=C(C#N)OCC=S
energy relative to the best compared isomer or geometry (same formula, charge and spin) = 68.9 kcal/mol
M = 127.17 g mol⁻¹

This record from the OMol25 dataset describes a structure of composition C37H100HfN5NaO20S. The level of theory is the ωB97M-V functional and the def2-TZVPD basis.

Geometry (Å):
Hf: -1.4337 2.2245 -4.7015
Na: -0.7008 4.7788 -0.2387
S: -1.5598 5.0836 -3.7248
O: -1.6953 5.0949 -2.3063
O: -1.3494 6.3735 -4.3583
O: -0.4431 4.1510 -3.9826
O: -2.5173 4.2123 -4.4130
C: -0.6237 0.3794 -0.3586
C: 0.1326 1.2490 -1.4037
O: -0.6100 1.5468 -2.5495
H: -0.0287 0.2360 0.5433
H: -0.9441 -0.5918 -0.7356
H: -1.5730 0.8094 -0.0390
H: 1.0634 0.7322 -1.6374
H: 0.4735 2.2044 -1.0050
C: -3.5332 2.3227 2.1624
O: -2.9742 3.3121 1.2996
H: -4.4025 2.7018 2.6997
H: -3.7866 1.4058 1.6302
H: -2.7340 2.0251 2.8412
H: -3.0644 4.1766 1.7072
C: 0.6412 2.6327 2.2840
O: 0.5003 3.8491 1.5736
H: 1.3371 1.9803 1.7567
H: 1.0706 2.7358 3.2806
H: -0.3125 2.1073 2.3340
H: 0.0593 4.4707 2.1573
C: 3.8136 2.1050 0.6460
O: 4.8292 2.8664 0.2619
H: 2.9335 2.3452 0.0494
H: 4.0522 1.0539 0.4840
H: 3.5493 2.2901 1.6872
H: 4.6798 3.8064 0.3877
C: -0.9382 -4.0214 -1.0062
O: 0.3868 -4.3640 -1.3866
H: -1.0236 -2.9417 -0.8835
H: -1.6610 -4.3124 -1.7684
H: -1.0837 -4.4901 -0.0329
H: 0.5161 -5.2833 -1.1421
C: 2.3932 4.3513 -2.4738
O: 1.2133 4.9272 -1.9997
H: 2.5262 4.7641 -3.4738
H: 3.2439 4.6970 -1.8865
H: 2.3865 3.2622 -2.5179
H: 0.5391 4.8196 -2.6746
C: -4.4883 3.3946 -8.9093
O: -3.0946 3.7865 -8.8344
C: -2.8790 4.6539 -7.7323
C: -1.3805 4.8269 -7.3595
N: -0.7613 3.5664 -6.7670
C: 0.6571 3.8059 -6.7764
C: 1.3838 2.5615 -6.3143
O: 0.9465 2.0208 -5.1076
C: 1.9076 1.0541 -4.6180
H: -4.5891 2.6813 -9.7273
H: -5.1333 4.2150 -9.2241
H: -4.9356 2.9642 -8.0133
H: -3.4910 4.3480 -6.8837
H: -3.3331 5.6203 -7.9514
H: -1.2099 5.6454 -6.6601
H: -0.8833 5.2304 -8.2416
H: -0.9487 2.9952 -7.5786
H: 0.9394 4.6961 -6.2143
H: 1.0363 4.0385 -7.7714
H: 2.3922 2.9203 -6.1083
H: 1.4832 1.8057 -7.0934
H: 1.4453 0.3444 -3.9319
H: 2.6829 1.4756 -3.9782
H: 2.4346 0.5277 -5.4138
C: -2.3738 -8.3415 1.7498
O: -2.9022 -7.0653 2.0797
C: -4.0199 -7.1031 2.9417
C: -4.7162 -5.7041 3.1168
N: -4.0430 -4.7866 4.0597
C: -2.6155 -4.6454 3.8392
C: -2.3762 -3.8219 2.5453
O: -2.8287 -2.4805 2.6940
C: -2.2825 -1.6425 1.6492
H: -3.0759 -8.9331 1.1623
H: -1.9529 -8.8420 2.6218
H: -1.5531 -8.0983 1.0750
H: -3.7508 -7.5047 3.9186
H: -4.7430 -7.7873 2.4978
H: -5.7140 -5.8926 3.5131
H: -4.8474 -5.2793 2.1216
H: -4.4089 -3.8560 3.9171
H: -2.0833 -5.5965 3.8535
H: -2.1584 -4.1037 4.6673
H: -2.9032 -4.2863 1.7118
H: -1.3341 -3.8057 2.2260
H: -2.5833 -2.0161 0.6704
H: -1.1931 -1.6176 1.6249
H: -2.6391 -0.6188 1.7630
C: -0.8237 -1.3771 -4.2981
O: -1.7501 -0.3329 -4.1350
C: -2.8883 -0.6570 -3.3930
C: -3.9932 0.3570 -3.7095
N: -3.5602 1.7291 -3.3578
C: -3.5692 1.9939 -1.9020
C: -4.9980 2.0954 -1.2877
O: -5.7394 3.0255 -2.0383
C: -7.0463 3.3730 -1.6562
H: -1.2110 -2.2843 -4.7620
H: -0.4809 -1.5501 -3.2780
H: 0.0402 -1.2009 -4.9389
H: -2.6455 -0.6145 -2.3312
H: -3.2640 -1.6177 -3.7452
H: -4.9181 0.0618 -3.2140
H: -4.1720 0.2835 -4.7822
H: -4.3994 2.2132 -3.6431
H: -3.0885 2.9642 -1.7777
H: -2.9677 1.2561 -1.3709
H: -4.9157 2.4192 -0.2501
H: -5.5857 1.1774 -1.2882
H: -7.7602 2.6034 -1.9498
H: -7.3418 4.2409 -2.2456
H: -7.1228 3.6329 -0.6004
C: 2.5051 -1.4321 7.6020
O: 3.0240 -2.1712 6.5622
C: 2.8389 -3.5614 6.4693
C: 3.5115 -4.0313 5.1795
N: 2.8647 -3.7262 3.9230
C: 3.7256 -3.9517 2.7271
C: 3.0512 -3.6361 1.3574
O: 3.1136 -2.2353 1.1815
C: 2.1928 -1.7580 0.1992
H: 2.8020 -0.3833 7.6018
H: 2.9275 -1.9175 8.4818
H: 1.4215 -1.3176 7.5733
H: 1.7958 -3.8179 6.2842
H: 3.2258 -3.9644 7.4052
H: 3.6891 -5.1054 5.2329
H: 4.4023 -3.4037 5.2034
H: 2.4956 -2.7867 3.8877
H: 3.9660 -5.0143 2.6942
H: 4.6691 -3.4081 2.7756
H: 2.0798 -4.1221 1.2662
H: 3.4778 -4.1405 0.4904
H: 2.5041 -0.7390 -0.0307
H: 1.1433 -1.7079 0.4892
H: 2.3042 -2.3785 -0.6900
C: 0.7027 -0.8637 4.1890
O: 1.9856 -1.2141 3.9338
C: 2.7801 -0.0580 3.6222
C: 4.2627 -0.2469 3.9001
N: 4.6190 -0.0800 5.3450
C: 6.0623 -0.3738 5.3931
C: 7.0318 0.7033 4.8702
O: 7.0753 0.6719 3.4362
C: 8.0021 1.6778 3.0067
H: 0.6511 -0.2783 5.1071
H: 0.0187 -1.7115 4.2282
H: 0.3193 -0.2956 3.3415
H: 2.4459 0.8309 4.1572
H: 2.5769 0.2077 2.5848
H: 4.8223 0.4024 3.2268
H: 4.5619 -1.2573 3.6214
H: 4.1349 -0.8740 5.7389
H: 6.2470 -1.3555 4.9569
H: 6.1964 -0.4702 6.4705
H: 8.0395 0.5275 5.2465
H: 6.7631 1.6628 5.3121
H: 9.0457 1.4612 3.2348
H: 7.8124 2.6962 3.3459
H: 7.8832 1.7267 1.9243

Calculated values
total charge = +2
DFT total energy = -3856.050231 Eh
M = 1168.77 g mol⁻¹

This record from the OMol25 dataset describes a structure of composition C32H55MnN5O2SSbSi2. The level of theory is the ωB97M-V functional and the def2-TZVPD basis.

Geometry (Å):
Mn: 0.2723 -0.3429 0.7363
C: 0.0710 -4.6089 3.3535
Si: 0.5630 -2.8959 2.7708
C: 1.1871 -1.8426 4.2087
C: 1.8418 -3.1435 1.3753
C: -0.8054 -1.7980 1.9143
C: -1.2312 -2.3175 0.6039
C: -1.7091 -3.5794 0.2448
C: -2.0541 -3.8153 -1.0700
C: -1.8808 -2.8100 -2.0245
C: -1.3714 -1.6008 -1.6175
N: -1.0774 -1.3538 -0.3324
Si: -2.3948 -1.4532 2.9877
C: -2.8338 -3.0866 3.8067
C: -2.0758 -0.1663 4.3260
C: -3.8282 -0.9142 1.8721
H: 0.9911 -5.1497 3.5909
H: -0.4628 -5.2029 2.6109
H: -0.5301 -4.5821 4.2619
H: 2.2761 -1.8705 4.2808
H: 0.7975 -2.2325 5.1521
H: 0.8714 -0.8023 4.1184
H: 2.8426 -3.3243 1.7714
H: 1.9087 -2.2780 0.7108
H: 1.5763 -4.0068 0.7605
H: -1.8286 -4.3394 1.0042
H: -2.4513 -4.7765 -1.3693
H: -2.1467 -2.9680 -3.0600
H: -1.1999 -0.7920 -2.3187
H: -2.2027 -3.2827 4.6746
H: -2.7778 -3.9481 3.1405
H: -3.8653 -3.0228 4.1620
H: -1.4205 -0.5629 5.1036
H: -3.0286 0.0757 4.8040
H: -1.6481 0.7652 3.9600
H: -4.7023 -1.5261 2.1025
H: -3.6270 -1.0268 0.8046
H: -4.1116 0.1212 2.0630
C: 4.1493 1.3814 3.9449
N: 2.7771 1.8595 3.8769
C: 2.1776 2.6970 4.7970
C: 0.9123 2.8991 4.4051
N: 0.7215 2.1802 3.2182
C: 1.8922 1.5283 2.9302
S: 2.2142 0.4444 1.6764
C: -0.4380 2.3006 2.4159
C: -1.2626 3.3983 2.6649
C: -2.4652 3.5239 2.0043
C: -2.8010 2.5562 1.0690
C: -1.9038 1.5410 0.8322
N: -0.7355 1.3789 1.4865
H: 4.6539 1.8891 4.7610
H: 4.6675 1.5930 3.0124
H: 4.1708 0.3076 4.1269
H: 2.7019 3.0725 5.6587
H: 0.1363 3.4376 4.9150
H: -0.9611 4.1539 3.3723
H: -3.1212 4.3583 2.2132
H: -3.7457 2.5783 0.5425
H: -2.1350 0.7853 0.0946
O: 1.3404 1.7704 -1.7475
C: 1.8987 0.6752 -1.6583
O: 1.4898 -0.3820 -1.0647
C: 3.3109 0.5245 -2.2899
N: 3.6614 -0.9432 -2.3150
C: 3.8133 -1.3723 -3.7506
C: 3.0621 -0.3005 -4.5296
C: 3.3860 0.9756 -3.7467
H: 4.0025 1.0676 -1.6471
H: 2.8557 -1.3849 -1.8397
H: 4.4935 -1.1632 -1.7723
H: 3.4283 -2.3792 -3.8872
H: 4.8723 -1.3613 -4.0005
H: 1.9877 -0.5009 -4.5191
H: 3.3960 -0.2549 -5.5630
H: 2.6893 1.7877 -3.9362
H: 4.3909 1.3257 -3.9829
C: 1.2095 4.0559 -4.6428
C: 0.0657 3.0634 -4.7899
Sb: -1.0085 2.7933 -2.9089
C: -1.1858 4.8614 -2.2383
C: -2.1002 5.6193 -3.1892
C: -3.0785 2.2173 -3.4764
C: -3.3557 2.4612 -4.9490
H: 1.7668 4.1096 -5.5790
H: 1.9022 3.7664 -3.8514
H: 0.8485 5.0614 -4.4275
H: 0.4092 2.0773 -5.1004
H: -0.6863 3.4091 -5.5003
H: -0.1695 5.2535 -2.2393
H: -1.5568 4.8564 -1.2162
H: -1.7282 5.6025 -4.2149
H: -2.1452 6.6645 -2.8773
H: -3.1199 5.2332 -3.1825
H: -3.7152 2.8200 -2.8275
H: -3.1982 1.1686 -3.2080
H: -3.2786 3.5148 -5.2156
H: -4.3793 2.1439 -5.1610
H: -2.6975 1.8828 -5.5971

Calculated values
total charge = +3
DFT total energy = -4044.216358 Eh
M = 806.76 g mol⁻¹
multiplicity = 4

This record from the OMol25 dataset describes a cluster of 7 separate species, C23H25F5N2O15 in total. The level of theory is the ωB97M-V functional and the def2-TZVPD basis.

Geometry (Å):
C: -0.5860 -1.0274 5.4801
C: -0.8586 -1.7353 4.1097
O: -0.8680 -0.5991 3.2948
C: -1.2106 0.5139 3.9199
O: -1.5921 1.4795 3.3378
O: -1.0616 0.3976 5.2638
F: -2.0519 -2.3316 4.1354
H: 0.4796 -1.0788 5.7033
H: -0.8964 -1.3906 6.4598
H: -0.0814 -2.4316 3.7945
C: 2.8593 1.1562 4.5774
C: 4.3156 0.5975 4.4864
O: 4.6692 0.7190 3.0866
C: 3.7200 1.6396 2.4944
O: 3.6565 2.0914 1.3422
O: 2.7380 1.9722 3.4252
F: 4.2722 -0.6676 4.7706
H: 2.7458 1.8184 5.4357
H: 1.9771 0.5160 4.5795
H: 5.0306 1.0457 5.1764
C: -5.1172 -0.5031 2.0316
C: -4.5720 0.3391 0.9127
O: -5.0659 1.5700 1.2142
C: -6.2470 1.4829 1.9408
O: -7.0332 2.4232 1.9816
O: -6.2586 0.2203 2.4864
F: -5.0822 -0.1341 -0.2457
H: -4.3671 -0.6131 2.8147
H: -5.1185 -1.4827 1.5535
H: -3.5072 0.3827 0.6841
C: 3.9509 -2.0124 -4.1055
C: 4.1448 -1.0167 -5.2340
O: 5.2244 -0.2007 -4.6989
C: 5.5518 -0.6271 -3.3250
O: 6.3740 -0.0365 -2.5315
O: 4.6863 -1.5790 -2.9995
F: 3.1339 -0.1000 -5.3839
H: 4.4094 -2.9126 -4.5148
H: 2.9532 -2.3151 -3.7878
H: 4.2784 -1.4522 -6.2242
C: 1.2340 3.7266 -0.7111
C: 0.5391 4.2807 -1.9377
O: 0.2672 5.6263 -1.4728
C: 0.2612 5.6896 -0.1457
O: -0.3649 6.5401 0.5443
O: 0.7352 4.5616 0.3617
F: -0.5651 3.5905 -2.3023
H: 2.2865 3.7689 -0.9913
H: 1.1550 2.6529 -0.5408
H: 1.1497 4.2868 -2.8405
N: -3.7912 -4.4844 -4.1698
C: -2.5196 -4.5650 -4.6778
C: -1.7854 -3.4329 -4.2869
C: -2.6502 -2.6218 -3.5480
C: -3.8412 -3.3619 -3.4047
H: -4.6919 -4.8495 -4.4445
H: -2.2359 -5.4815 -5.1738
H: -0.7425 -3.3201 -4.5439
H: -2.4168 -1.6879 -3.0584
H: -4.7189 -3.1032 -2.8310
N: 0.0080 0.1151 0.3488
C: 1.3184 -0.1262 -0.0834
C: 1.1883 -0.4702 -1.3520
C: -0.1208 -0.1936 -1.8176
C: -0.8466 0.0995 -0.6657
H: -0.2304 0.0207 1.3257
H: 2.2291 -0.2879 0.4743
H: 1.9720 -0.8269 -2.0039
H: -0.4917 -0.3959 -2.8115
H: -1.9260 0.1319 -0.6817

Calculated values
SMILES = O=C1OC[C@@H](F)O1.O=C1OC[C@@H](F)O1.O=C1OC[C@@H](F)O1.O=C1OC[C@@H](F)O1.O=C1OC[C@@H](F)O1.c1cc[nH]c1.c1cc[nH]c1
DFT total energy = -2628.763839 Eh
M = 664.44 g mol⁻¹

This record from the OMol25 dataset describes the ion C9H14N3O2 with charge +1. The level of theory is the ωB97M-V functional and the def2-TZVPD basis.

Geometry (Å):
C: -1.2581 0.0093 0.0776
C: -2.7961 -0.1032 -0.0599
C: 2.7513 -0.0694 -1.1792
C: 2.0147 -1.0973 0.9387
C: 1.2909 0.1941 -1.0967
C: 0.7603 1.0659 0.0786
C: 0.8472 -0.5565 0.2442
C: -1.1696 2.5730 0.1878
C: -4.5098 -1.6553 -0.5646
N: -0.4986 -1.0082 0.2698
N: -0.6207 1.2324 -0.0261
N: 3.0417 -1.2205 -0.2211
O: -3.5210 0.7463 0.2730
O: -3.1314 -1.2779 -0.5380
H: 3.1629 -0.3956 -2.1404
H: 3.2533 0.8105 -0.8607
H: 2.5258 -0.3464 1.5801
H: 2.2064 -2.1134 1.3261
H: 0.5325 -0.0589 -1.8101
H: 1.4171 1.7891 0.6478
H: -2.2004 2.4212 0.3592
H: -0.6450 3.0850 1.0074
H: -0.9353 3.1798 -0.8349
H: -4.8356 -1.8733 0.5589
H: -4.6551 -2.3918 -1.2730
H: -5.1311 -0.9413 -1.0080
H: 2.7388 -2.0708 -0.6903
H: 4.0628 -1.2368 0.0038

Calculated values
SMILES = COC(=O)C1=N[C@@]23C[NH2+]C[C@@H]2[C@H]3N1C
total charge = +1
energy relative to the best compared isomer or geometry (same formula, charge and spin) = 45.9 kcal/mol
M = 196.23 g mol⁻¹